92
Properties=species:S:1:pos:R:3:forces:R:3 method="wB97M-V/def2-TZVPD" total_energy_ha=-5226.9258 gap_ev=7.11 e_above_lowest_kj_mol=57.9 charge=+1 homo_ev=-10.10
Os 0.2035 0.6619 0.7451 -0.73 0.22 -0.24
C 4.2481 0.2120 -3.5092 0.02 0.06 0.03
C 5.5011 0.3624 -2.6483 -0.03 -0.02 -0.04
C 6.2608 1.6101 -3.1197 0.00 -0.02 0.00
C 6.3754 -0.8826 -2.8551 -0.01 0.02 -0.01
C 5.1706 0.5054 -1.1649 0.00 0.00 0.01
C 6.2377 0.6590 -0.2607 0.02 -0.01 0.01
C 6.0375 0.8091 1.0905 0.01 0.01 -0.01
C 4.7306 0.8115 1.5635 -0.06 -0.05 -0.08
S 4.1812 1.0048 3.1909 -0.05 -0.01 -0.09
C 2.5578 0.8888 2.6255 0.03 -0.06 -0.10
N 2.4058 0.6996 1.3368 0.19 0.21 0.08
C 3.6436 0.6559 0.6976 0.18 0.01 -0.04
C 3.8767 0.4998 -0.6746 -0.02 0.04 0.05
C 1.3963 1.0098 3.4812 -0.15 0.00 0.14
C 1.5110 1.2340 4.8501 -0.05 0.01 -0.08
C 0.3658 1.3530 5.6170 0.04 0.01 0.08
C -0.8793 1.2600 5.0138 -0.02 0.01 -0.03
C -0.9822 1.0413 3.6471 -0.02 0.04 -0.08
C 0.1483 0.8978 2.8331 0.10 -0.48 0.10
H 4.5358 0.1209 -4.5570 0.01 0.00 -0.02
H 3.5909 1.0796 -3.4161 0.00 0.01 0.00
H 3.6890 -0.6830 -3.2365 -0.08 -0.07 0.02
H 6.4930 1.5262 -4.1821 0.01 0.00 -0.03
H 7.2007 1.7386 -2.5851 0.02 0.01 0.02
H 5.6623 2.5099 -2.9698 -0.02 0.02 0.00
H 6.6170 -0.9980 -3.9124 0.01 0.00 -0.03
H 5.8557 -1.7822 -2.5220 -0.01 -0.02 0.01
H 7.3136 -0.8142 -2.3066 0.03 0.00 0.02
H 7.2519 0.6640 -0.6343 0.03 0.00 0.00
H 6.8736 0.9311 1.7644 0.03 0.00 0.02
H 3.0372 0.3874 -1.3412 -0.04 -0.01 -0.04
H 2.4832 1.3197 5.3198 0.03 -0.01 0.00
H 0.4442 1.5224 6.6821 0.00 0.00 0.02
H -1.7769 1.3488 5.6115 -0.03 0.01 0.00
H -1.9693 0.9765 3.2099 -0.01 -0.01 0.01
C 0.4769 3.9546 -0.4533 0.01 0.02 0.08
C 0.5830 2.8520 -1.4427 0.02 -0.01 -0.08
N 0.5918 1.5805 -1.1358 0.06 -0.05 0.04
C 0.6760 0.7623 -2.2476 -0.01 0.01 -0.23
C 0.7163 1.4310 -3.4257 0.03 -0.07 0.20
S 0.6744 3.1196 -3.1307 -0.01 -0.11 0.03
C 0.7597 -0.6509 -1.9086 0.08 -0.08 -0.09
C 1.0510 -1.7505 -2.6468 0.02 0.11 0.15
S 1.1912 -3.1138 -1.6217 -0.09 0.13 0.03
C 0.8291 -2.1607 -0.2508 -0.04 -0.04 -0.07
N 0.6354 -0.8989 -0.5504 0.03 -0.04 0.31
C 0.7183 -2.7154 1.1207 0.00 -0.02 0.05
H 0.4692 3.5353 0.5533 0.01 0.03 -0.04
H -0.4412 4.5207 -0.6101 -0.01 0.01 0.01
H 1.3206 4.6377 -0.5479 0.00 0.02 0.01
H 0.7893 1.0303 -4.4212 -0.01 -0.02 -0.05
H 1.2268 -1.8150 -3.7058 -0.01 0.00 -0.06
H 0.8233 -3.7981 1.1113 0.01 -0.01 0.01
H -0.2560 -2.4499 1.5352 0.02 -0.01 -0.01
H 1.4854 -2.2792 1.7627 -0.01 0.00 0.00
C -1.6559 0.6136 0.6203 0.39 0.31 -0.04
Ge -3.2307 -0.5363 0.3643 -0.07 -0.15 0.03
C -4.1937 0.3524 -1.0878 0.15 0.03 0.13
C -5.5816 0.4069 -1.1624 -0.08 -0.11 0.04
C -6.2105 1.0244 -2.2343 -0.04 0.00 0.00
C -5.4586 1.5975 -3.2482 0.00 0.01 -0.01
C -4.0736 1.5523 -3.1881 -0.03 0.03 -0.05
C -3.4513 0.9368 -2.1138 0.16 0.02 0.04
C -2.9696 -2.4120 -0.1323 -0.08 0.08 0.06
C -3.5402 -3.4413 0.6158 0.02 0.07 0.10
C -3.4749 -4.7592 0.1893 -0.01 -0.06 0.00
C -2.8574 -5.0701 -1.0113 0.02 -0.02 -0.02
C -2.3121 -4.0553 -1.7843 0.04 0.00 0.00
C -2.3649 -2.7409 -1.3445 0.04 0.13 -0.09
C -4.0902 -0.3537 2.1117 0.06 -0.04 -0.11
C -3.6587 -1.1281 3.1891 0.05 -0.05 -0.04
C -4.1459 -0.9090 4.4678 0.00 -0.02 0.04
C -5.0717 0.0993 4.6925 -0.02 0.01 0.01
C -5.4993 0.8888 3.6358 -0.02 0.01 0.04
C -5.0083 0.6645 2.3577 -0.06 0.07 -0.13
H -2.1281 1.5920 0.8671 0.00 -0.04 -0.03
H -6.1874 -0.0429 -0.3838 0.00 -0.01 0.01
H -7.2908 1.0568 -2.2782 -0.02 0.00 0.00
H -5.9509 2.0798 -4.0817 -0.01 0.01 -0.02
H -3.4819 1.9996 -3.9765 0.01 0.01 -0.02
H -2.3634 0.9200 -2.0728 -0.03 -0.01 0.01
H -4.0648 -3.2187 1.5357 0.00 0.02 0.04
H -3.9251 -5.5409 0.7864 -0.01 -0.01 0.01
H -2.8183 -6.0955 -1.3537 0.00 -0.01 -0.01
H -1.8592 -4.2903 -2.7382 0.03 0.00 -0.04
H -1.9633 -1.9547 -1.9809 0.01 -0.03 0.03
H -2.9106 -1.8983 3.0400 0.01 -0.04 0.00
H -3.7982 -1.5205 5.2901 0.00 -0.02 0.01
H -5.4575 0.2701 5.6885 -0.01 0.01 0.02
H -6.2163 1.6806 3.8061 -0.01 0.02 0.00
H -5.3475 1.2989 1.5459 0.01 -0.01 0.00